ORCA calculation (the ωB97M-V functional and the def2-TZVPD basis) on a molecular structure, C17H19NPSZr in a non-equilibrium geometry.

The value obtained for the energy is -1500.178316 Eh. As for the largest force on an atom: 0.0557 hartree/bohr. As for the net charge: +1. The calculation puts the gap between HOMO and LUMO (alpha / beta) at 5.06 / 5.11 eV. For the LUMO energy (alpha / beta), the calculation gives -3.23 / -3.23 eV.

Last column: Mulliken charge in e.
Cartesian coordinates (Å):
C -3.651 -0.651 0.632  -0.6542
C -4.480 -1.002 -0.476  -0.2519
C -4.868 0.201 -1.167  -0.7519
C -4.345 1.316 -0.471  -0.3255
C -3.578 0.798 0.683  -0.5175
Zr -2.536 0.150 -1.287  0.8232
P -1.745 -2.254 -1.711  -0.1573
H -3.210 -1.397 1.291  0.3601
H -4.936 -1.960 -0.701  0.4792
H -5.351 0.268 -2.141  0.4308
H -3.170 1.457 1.453  0.4253
H -4.548 2.358 -0.756  0.3958
H -0.544 -2.198 -2.545  0.0883
H -2.391 -3.313 -2.423  0.1230
H -1.231 -3.050 -0.635  0.0703
N -0.809 0.385 -0.164  -0.2436
S 0.671 0.862 -0.792  -0.1391
C 1.349 1.780 0.591  0.8989
C 1.464 1.206 1.857  0.0547
C 2.112 1.915 2.866  -0.8625
C 2.575 3.222 2.605  -0.4143
C 2.379 3.811 1.353  -0.5892
C 1.742 3.097 0.346  -0.4445
C 1.677 -0.628 -0.783  1.0245
C 2.572 -0.786 -1.851  -0.3894
C 3.438 -1.877 -1.866  -0.6060
C 3.394 -2.816 -0.830  -0.4469
C 2.464 -2.674 0.210  -0.9285
C 1.578 -1.597 0.211  -0.2168
H -0.752 0.201 0.833  0.1277
H 1.072 0.204 2.061  0.0787
H 2.255 1.452 3.843  0.3911
H 3.096 3.762 3.385  0.4101
H 2.714 4.825 1.151  0.3978
H 1.555 3.508 -0.639  0.3984
H 2.565 -0.036 -2.637  0.3882
H 4.148 -1.973 -2.679  0.4088
H 4.081 -3.652 -0.829  0.4167
H 2.434 -3.404 1.023  0.3937
H 0.811 -1.511 0.991  0.3536